A cluster of 11 separate species, C37H25BrCl40F17I2N3O6P in total at a distorted geometry. Source: the Open Molecules 2025 dataset; level of theory: ωB97M-V with the def2-TZVPD basis set.

```
132
Properties=species:S:1:pos:R:3:forces:R:3
F -6.30529 -3.25831 3.19316 0.22 0.07 0.24
F -4.55881 -1.69753 4.59987 0.12 -0.45 -0.04
H 3.73560 1.00063 1.58415 -0.18 -0.09 -0.24
C -2.20433 2.56946 -4.71391 0.73 0.11 -0.13
F -7.70491 -2.06697 2.09910 -0.17 0.14 0.10
Cl -6.83936 3.13730 -6.99606 0.04 -0.03 0.05
N 1.76507 2.80086 -0.37844 0.46 -1.59 -0.96
C 4.03032 -3.43699 -3.79936 0.00 -0.16 -0.06
C 4.49023 2.44061 3.53600 -1.01 -1.79 0.51
C -0.74097 2.95215 5.99842 0.01 -0.08 0.12
H -2.69570 5.60114 -3.70497 -0.06 0.09 -0.06
F -7.40976 -1.67639 4.20643 0.09 -0.19 0.17
Cl -10.30989 -0.90876 -5.31527 -0.18 -0.09 0.08
N 0.69711 2.41119 -2.44459 -0.05 0.02 0.24
F -5.61975 -0.92627 1.35845 0.46 -0.22 -0.07
O 1.43541 1.04860 1.28663 0.16 -0.31 -0.62
C 5.96905 2.49422 -2.04852 1.67 0.19 -2.53
Cl -4.01790 -5.44954 3.78056 -0.44 -0.63 0.09
C 0.35570 -1.07754 0.62680 0.44 -0.03 -0.18
N 0.16163 1.06087 -0.66459 0.68 1.48 0.00
C -4.35173 -1.09409 3.42635 0.07 1.04 -0.11
C -11.05436 -1.97972 -6.51401 -0.04 -0.05 -0.07
C 3.23970 -8.26425 -4.74712 0.00 -0.01 -0.03
C -4.16058 -6.80821 4.90145 -0.13 -0.11 -0.04
Cl -3.30370 -3.98491 -4.66982 0.04 0.05 0.00
Cl 0.76810 -10.60888 2.86070 -0.04 0.00 -0.02
C -6.80654 -2.03405 3.08531 -0.15 0.02 -0.68
H 2.90755 0.97235 3.63312 0.06 -0.28 0.02
P -1.22617 1.80531 0.23374 -0.95 -1.04 1.06
H -2.97756 3.58417 -2.94537 0.23 -0.21 -0.04
F -0.99928 -3.31995 1.56651 -0.20 0.37 -0.40
C 3.73855 3.19073 -1.92965 0.91 -0.66 -0.48
C -2.02355 -2.28354 3.40823 -0.45 -0.74 0.14
C -6.30362 1.74276 -6.05857 -0.14 -0.09 -0.07
Cl -0.58943 1.45915 5.06545 -0.01 0.07 0.03
Cl 9.51332 0.54796 3.25976 -0.05 0.01 -0.05
C 5.52513 4.85285 2.87331 0.62 1.40 -0.12
Cl 1.26386 7.96635 0.80901 -0.01 -0.04 0.00
Cl 4.52907 -8.40678 -3.54526 -0.03 -0.05 0.00
H 7.01902 1.10382 -0.84686 0.03 0.11 -0.03
H 6.17073 0.37290 -2.19617 -0.02 0.17 -0.16
Cl 2.53350 -9.85382 -5.04462 0.02 0.06 0.02
F -1.82503 -1.57283 4.52010 0.40 0.69 -0.19
Cl -2.29769 2.97714 6.82513 0.05 0.01 -0.05
O 3.49938 2.62043 -2.96529 -0.29 0.36 0.87
C 1.06591 0.28907 0.21081 -0.63 -0.35 -0.72
F -0.67943 -1.26681 -0.19133 -0.53 0.27 0.20
H 3.18174 4.29238 -0.14005 0.06 -0.14 0.04
F -2.36553 -3.51788 3.83343 0.45 0.52 -0.15
Cl 2.60587 -3.14848 -2.79099 -0.02 -0.06 -0.04
H -1.14707 1.39672 -2.77908 0.32 -0.32 0.38
H 5.27873 0.89110 -0.74791 0.07 -0.07 -0.10
H 6.15893 5.04261 4.88936 0.03 -0.11 0.13
Cl -1.91433 -1.57734 -3.88840 0.02 0.03 0.02
H 3.93884 1.04643 5.06650 -0.03 -0.11 0.00
F -6.24204 0.22982 3.06105 -0.11 0.12 0.10
Cl -12.27407 -2.98273 -5.72594 0.04 0.04 -0.01
H 4.59208 0.30727 3.59853 -0.27 -0.22 -0.01
Cl 2.65749 7.09616 3.18108 -0.01 0.04 0.02
H -0.14041 2.34544 -5.37812 0.00 -0.05 0.01
C 3.64727 2.02008 1.21264 0.22 -0.07 -0.06
H -0.42377 3.64986 -4.25298 0.08 -0.07 0.06
H -4.00021 3.67021 -4.35993 0.83 0.23 0.07
F 0.10249 -3.17892 3.39561 0.27 0.15 0.21
F -3.81875 -2.86442 2.02996 0.07 -0.05 -0.12
Cl -5.68512 -6.68863 5.78868 0.06 0.01 -0.03
C 2.11514 2.22995 0.93191 0.80 1.50 1.76
F 1.18499 -2.11176 0.40960 0.20 -0.12 0.22
H 1.18097 3.18222 -2.88322 0.12 -0.12 -0.04
Cl 9.28289 0.84297 0.39785 0.04 0.00 0.09
Cl -0.79135 -4.16666 -3.26695 -0.03 0.08 0.03
Cl -1.40465 -8.75419 2.44128 0.30 -0.10 -0.18
C 4.87910 4.10316 1.94037 -0.04 0.49 -1.56
C 6.09644 1.13372 -1.42367 -0.52 0.23 0.52
C -0.24031 1.66574 -3.30913 -0.28 1.28 -1.17
Cl -4.11407 -8.31878 3.98815 -0.31 0.10 0.23
C 0.00599 -1.17536 2.13446 0.97 -0.19 0.54
Cl -0.23029 7.24519 3.17293 0.00 0.00 -0.04
Cl -9.80967 -3.01095 -7.22833 -0.01 0.03 0.02
C 0.92656 2.12940 -1.19598 -0.48 -0.62 -0.23
Cl 1.98828 -7.16714 -4.14142 0.00 -0.01 0.00
C -2.29374 -3.24902 -3.42606 -0.03 -0.14 -0.08
Cl 5.13230 -2.05353 -3.67088 -0.03 0.02 0.01
H 5.23486 2.82226 5.48357 -0.02 -0.12 0.00
C -0.81409 -10.38546 2.10563 0.06 0.01 -0.03
C 8.42446 0.40011 1.88286 0.08 0.00 0.03
C -3.24524 -1.76624 2.58249 -0.75 -1.17 0.04
Cl 1.34006 9.66431 3.14194 -0.01 -0.08 -0.04
H -3.24735 1.57524 -0.45270 -0.19 -0.23 -0.08
Cl 7.85022 -1.26618 1.75363 -0.04 0.05 -0.02
C -0.71392 -2.49952 2.58825 -0.29 -0.08 0.34
F -3.91635 0.15556 3.69517 0.17 0.10 -0.09
Cl -2.80945 -6.76763 6.04122 -0.01 0.01 -0.02
C -0.67853 2.60730 -4.46850 -0.19 0.08 0.13
C 5.65798 4.41897 4.16320 0.34 0.48 0.23
C 1.26050 7.99655 2.58091 0.06 0.07 0.03
Cl 0.56532 3.04430 7.18189 -0.02 0.01 -0.06
H 4.26284 2.05633 0.31500 -0.44 0.12 -0.13
Cl -5.70536 2.29468 -4.47965 -0.66 -0.48 -0.10
C 4.33505 2.88514 2.23798 -0.39 -0.30 -0.05
Cl -11.81235 -1.00687 -7.77718 0.03 -0.02 0.04
C 5.14422 3.19014 4.46973 0.23 0.18 1.24
Cl 4.84444 -4.89861 -3.24840 0.02 0.09 -0.02
Cl -4.99753 0.91748 -6.91894 0.01 0.02 0.05
Cl 3.90730 -7.62081 -6.25103 -0.02 0.01 0.05
Cl -0.67136 -10.61408 0.35812 -0.01 0.00 0.04
H -2.58581 1.61660 -4.33852 -0.28 0.02 -0.26
C 2.70884 3.74622 -0.95163 -0.30 1.16 -0.16
C -2.94746 3.69581 -4.03806 -0.96 0.47 0.42
Cl -0.63571 4.34188 4.90222 -0.23 0.17 0.29
I -1.48386 4.17659 -0.36673 0.07 0.02 -0.33
Cl 7.03652 1.48574 2.10910 0.21 -0.15 -0.06
O -2.43275 1.07049 -0.59826 0.58 0.66 -0.14
Cl 3.52803 -3.63450 -5.47882 0.02 0.03 0.06
H 2.13827 4.51106 -1.49309 -0.06 -0.08 0.04
Cl -3.16037 -3.25203 -1.89253 0.02 0.05 0.11
O 5.01515 3.41506 -1.50980 -0.60 -0.61 0.44
I 1.35171 3.69746 2.40256 0.01 -0.50 -0.42
F -2.89283 -0.97457 1.56503 0.33 0.41 0.07
H 5.93959 5.80634 2.57078 0.01 0.04 0.05
C 3.93477 1.09337 3.97992 0.27 0.66 -0.14
O -2.39064 4.96886 -4.35941 0.41 -0.29 -0.08
H 0.27003 0.82077 -3.76693 -0.01 -0.30 0.52
O 6.64943 2.83867 -2.97940 -1.11 -0.12 1.62
Cl -7.65248 0.62910 -5.82424 0.21 0.14 -0.06
F -0.62582 -0.09274 2.60137 -0.69 0.02 -0.29
H -2.39595 2.63814 -5.78531 -0.05 -0.15 0.00
C -5.73377 -0.95668 2.69366 -0.42 0.07 0.28
Br 2.59064 -0.19659 -0.97689 -0.18 -0.07 0.22
F 1.20615 -1.17472 2.75730 0.23 -0.02 -0.08
Cl -1.95376 -11.56503 2.76405 0.01 0.03 -0.01
H 4.83701 4.51113 0.93537 -0.01 -0.14 -0.03
```
Positions in Å, forces in eV/Å.

Charge   +1
DFT total energy   -25656.45328 Ha
Kohn-Sham gap   0.2926 Eh
Largest force on an atom   3.04 eV Å⁻¹


A structure of composition C37H25F6N9O6S2Ta. Source: the Open Molecules 2025 dataset; level of theory: ωB97M-V with the def2-TZVPD basis set.

```
86
Properties=species:S:1:pos:R:3:forces:R:3
H 7.45799 -0.73621 -2.97051 0.01 -0.01 0.00
H 4.05358 -3.79965 -1.06934 0.00 0.00 0.00
C 2.81877 0.09510 -1.89448 0.12 -0.07 0.01
C -3.24618 0.89724 2.31470 -0.01 0.03 0.00
C 7.05572 -2.70517 -2.22810 0.00 -0.03 0.01
H -3.60302 -0.90455 -1.01026 -0.01 -0.01 -0.01
H 0.89752 -2.83025 0.99733 0.00 0.02 0.00
H 0.42128 1.17191 -3.47891 0.00 0.00 0.01
N 0.84870 -1.81040 -1.28749 -0.09 -0.01 0.11
H -2.93283 -1.52848 3.62793 0.00 0.00 0.00
H -3.64405 0.45172 3.21459 0.01 -0.01 0.00
H 3.54859 1.91839 -2.74171 0.00 0.00 0.01
C -0.79162 2.93220 -3.74833 -0.03 0.02 0.03
C 2.27123 3.77303 0.56326 0.06 -0.05 -0.05
H -3.59009 3.59559 0.32197 0.00 0.00 -0.01
C -6.70435 4.24988 2.77050 0.04 -0.03 0.00
C 0.02756 -2.53544 1.56450 0.02 -0.05 -0.02
C -1.64577 -1.01728 1.97283 -0.04 0.00 0.00
H -4.02541 2.26673 4.59508 0.00 0.00 0.01
O 1.63458 0.56825 -1.61252 0.01 0.15 0.02
C -2.89356 -0.70496 -1.81040 0.02 0.00 0.00
C -1.68465 2.38281 -1.28498 0.01 -0.01 0.03
H 0.06753 -4.23636 2.87957 0.00 0.00 0.00
H -2.80019 -5.55615 -1.82089 0.00 0.00 0.00
O 0.51639 3.29009 2.51191 0.02 0.00 0.03
F 2.05883 -0.97272 3.60651 0.01 0.00 0.02
H -5.81595 3.64398 0.91851 -0.01 0.01 0.00
C 5.40728 -0.95323 -2.35552 -0.05 0.03 0.01
C -4.78418 2.80059 4.03728 0.00 -0.01 0.04
O 0.50801 1.83117 0.55125 0.33 0.13 -0.16
N 2.11177 -2.16997 -1.47560 0.05 0.06 0.00
F 3.57736 -1.96354 2.41910 0.01 0.01 0.01
C -1.37581 -2.54309 -1.49839 -0.02 0.06 0.03
H 6.35788 -4.57579 -1.44144 0.01 0.00 0.00
H -7.49295 4.82528 2.30131 0.00 0.00 0.00
H -3.15663 -1.24684 -2.71442 0.00 0.00 0.01
N -1.48188 -2.95133 3.34174 0.03 -0.03 -0.01
S 2.87754 0.33436 1.52337 0.15 0.06 0.13
C -2.26000 0.26196 1.58945 0.00 0.03 0.02
C 3.78325 0.89258 -2.49521 -0.10 0.09 -0.03
C -2.02647 -4.80727 -1.72393 0.00 0.02 0.00
H 1.35482 -4.52068 -1.59210 0.00 0.00 0.00
N -0.75018 1.56409 -1.81300 -0.11 -0.04 -0.02
C -2.10996 3.49695 -1.99397 -0.01 0.02 -0.02
Ta 0.15623 -0.03566 -0.44689 -0.50 0.10 -0.14
C 3.19673 -0.80985 2.94664 -0.08 -0.06 -0.01
N -0.58790 -1.39632 1.23069 0.09 0.05 0.04
F 3.13022 4.39550 1.32582 -0.05 -0.01 -0.03
H 5.80530 1.01608 -3.12502 0.00 0.00 0.00
C 4.43321 -1.82579 -1.82128 0.01 -0.01 0.00
C -3.74576 2.12910 1.88143 -0.02 0.00 0.01
H -0.44673 3.13400 -4.75462 0.00 0.00 0.00
H 8.06512 -3.06053 -2.38116 0.00 0.00 0.00
N -1.66291 3.77248 -3.21237 0.01 -0.02 -0.01
O 4.04784 0.46029 0.73190 -0.02 0.00 0.05
C 4.78714 -3.12758 -1.49224 0.00 -0.01 0.00
N 2.32934 1.59835 2.24558 0.05 -0.01 -0.17
H -0.42538 -6.22873 -1.81728 0.00 0.00 0.00
C -2.39079 -3.47011 -1.61672 -0.02 -0.06 -0.02
C -0.31630 1.83034 -3.04699 0.05 -0.02 -0.04
N -6.70913 4.21101 4.09786 -0.05 0.03 0.04
C 6.71893 -1.41016 -2.55626 0.02 0.03 -0.01
F 2.90299 3.07335 -0.38266 -0.03 0.08 0.06
C -4.77424 2.84963 2.64634 0.03 -0.02 -0.02
H -2.84193 0.35112 -2.02877 0.00 0.01 0.01
F 1.41872 4.61171 0.00513 0.02 -0.03 -0.01
C -3.23009 2.64470 0.68626 0.00 0.00 0.00
H -2.83442 4.18489 -1.57825 0.00 0.00 0.00
C -0.04541 -2.90082 -1.46203 0.05 -0.03 -0.02
F 4.12208 -0.30627 3.71305 0.01 0.02 -0.01
O 1.75754 -0.40400 0.82291 0.10 -0.16 0.02
C -0.68867 -5.18492 -1.71813 0.00 0.01 0.00
C -0.43062 -3.31093 2.61965 -0.05 0.03 0.02
O -1.56238 -1.14736 -1.39946 0.02 -0.03 -0.03
C -5.76786 3.50719 4.71565 0.03 -0.01 -0.05
C 5.04150 0.37525 -2.69852 0.07 -0.09 0.00
H -3.43552 -3.19758 -1.63451 0.01 0.02 0.00
C 0.31298 -4.23714 -1.58891 0.01 -0.04 0.00
C -2.07947 -1.81210 3.02584 -0.02 -0.01 0.00
N -1.75849 0.78752 0.45879 0.07 -0.15 -0.08
H -5.79670 3.50744 5.79833 0.00 0.00 0.01
C -5.75409 3.59640 1.99823 -0.01 0.01 -0.02
C 6.08857 -3.56006 -1.69830 0.00 0.03 -0.01
C -2.24945 1.95677 0.00732 -0.01 0.02 0.01
S 1.29997 2.57035 1.58570 -0.14 -0.07 0.16
C 3.07940 -1.31205 -1.64395 -0.08 0.00 0.03
```
Positions in Å, forces in eV/Å.

Charge   +3
DFT total energy   -3821.00077 Ha
Kohn-Sham gap   0.2199 Eh
Largest force on an atom   0.53 eV Å⁻¹
Relative energy (zero: lowest compared OMol25 entry of this formula, charge and spin)   0.00 kcal per mole


A structure of composition C37H27Br2Cl2MgN6O2S at a distorted geometry. Source: the Open Molecules 2025 dataset; level of theory: ωB97M-V with the def2-TZVPD basis set.

```
78
Properties=species:S:1:pos:R:3:forces:R:3
H -2.80307 4.64789 -3.43830 0.01 -0.02 -0.01
H -0.77358 -0.89768 -3.58205 -0.09 -0.07 0.04
C 2.19090 -4.91356 -1.15935 0.05 -0.07 -0.03
H -3.84783 -3.71375 -0.25331 -0.04 -0.01 0.05
C -2.48065 3.78281 -2.86810 0.00 -0.07 0.06
H 3.22198 -2.21190 1.41698 -0.06 0.01 -0.03
C 1.79698 3.12912 3.73829 -0.03 -0.06 -0.06
C 2.96577 -3.05382 -2.47637 -0.15 0.07 0.15
H 0.28325 2.47386 -1.42834 -0.14 0.03 -0.05
H 3.62196 -5.09377 -2.73036 0.02 0.01 0.00
N -1.56708 -1.62896 -0.97559 0.00 -0.44 0.17
C -2.19577 -2.01672 1.32078 0.19 0.11 0.05
N -1.26335 -1.07146 1.70408 -0.26 -0.35 -0.57
N -5.14759 1.30522 -0.58665 0.09 -0.06 0.08
H -4.36050 -4.38037 -3.05846 0.05 0.08 -0.01
C 2.97927 -4.43310 -2.16462 -0.02 0.04 0.01
H -6.72464 0.23174 -1.44046 0.04 -0.02 0.03
C -2.98146 1.68052 -1.76682 0.25 0.22 -0.01
H -5.95866 -0.59384 -0.05918 -0.02 0.03 0.02
C 2.85622 -0.30373 -2.96323 -0.16 0.00 0.07
S -2.39072 -1.89317 3.81972 0.09 0.10 0.07
H -1.85836 -1.94594 -5.57502 0.00 -0.03 0.08
C 4.10196 0.19199 3.61359 -0.05 0.01 -0.03
H -5.39638 2.15606 1.31459 0.02 -0.03 -0.02
O 1.12896 0.01314 -1.41733 0.87 -1.23 -0.50
Mg -0.39442 0.00065 -0.25246 -0.18 0.65 -0.05
H 4.37076 -0.66914 -4.43425 -0.02 0.02 0.02
H 4.99013 -1.67768 3.09412 -0.03 0.02 -0.02
C -1.53539 -1.66540 -3.48334 0.12 0.09 -0.06
C 2.09429 0.70795 2.36441 -0.03 -0.04 -0.06
H -4.56239 0.32471 -2.32539 -0.03 0.00 0.03
C 3.72982 -1.11612 -3.68550 0.02 0.00 -0.02
H -0.60675 -0.21063 3.51726 -0.12 -0.10 -0.26
N 2.18264 -0.47509 1.70784 0.00 0.00 0.01
C 3.18352 -1.27849 1.97177 -0.17 0.11 -0.06
C -1.64423 1.49305 -1.34399 -0.37 0.16 -0.08
C -4.08835 0.70660 -1.41335 -0.02 0.23 -0.01
C -4.62257 1.65926 0.72404 0.01 0.03 -0.16
H -3.60443 -3.65849 -5.30514 0.03 0.03 0.04
C -1.15353 3.64768 -2.46817 0.02 -0.06 0.02
C 2.85781 2.32022 4.03061 0.08 0.03 0.09
Cl 4.87344 -3.44953 -4.41468 -0.04 0.03 0.04
C 1.95403 -0.78296 -1.99421 -0.02 0.45 0.03
C 4.17982 -0.97976 2.91984 0.06 -0.03 0.03
C 0.96772 1.57043 2.00088 -0.30 0.13 -0.13
H -0.42331 4.40674 -2.74323 -0.06 -0.06 0.06
C -3.38757 2.79881 -2.50999 -0.01 0.01 0.02
C -2.96777 -3.03384 -2.07805 0.00 0.10 0.01
H -4.43790 2.90452 -2.78567 0.14 -0.03 0.03
Br 4.08577 2.88645 5.38080 -0.02 -0.03 -0.04
H 4.84433 0.44723 4.35628 0.02 0.02 0.02
C -2.90371 -2.56992 2.33630 -0.17 -0.08 0.16
N 1.32136 -2.73208 -0.72755 -0.24 0.14 0.07
C -1.95732 -2.07806 -2.22193 -0.02 0.14 -0.05
O 0.11203 1.28103 1.09975 0.87 0.26 0.99
H 1.66471 4.06597 4.26230 -0.02 -0.01 -0.02
H -3.77357 2.33467 0.60738 -0.03 -0.07 0.03
H -4.27281 0.76734 1.28221 -0.01 0.03 -0.02
H -3.70172 -3.30009 2.29946 0.16 0.10 -0.02
H 0.75611 -4.35995 0.37323 0.05 0.04 -0.09
H -3.66280 -0.14566 -0.87548 0.14 -0.26 0.08
C -6.26268 0.39439 -0.46314 0.03 0.03 0.01
C -3.58245 -3.63267 -3.17253 -0.01 -0.07 -0.07
C -2.29854 -2.27142 -0.11282 -0.07 -0.10 -0.08
C 3.03939 1.08969 3.36116 -0.09 -0.06 -0.11
C 0.87862 2.75380 2.75640 -0.13 -0.03 -0.09
Br -0.59192 3.89846 2.39439 0.07 -0.01 0.03
H -7.01578 0.81539 0.20805 0.02 -0.03 -0.03
C 3.77726 -2.46399 -3.46420 0.07 0.02 -0.07
C -2.14551 -2.25029 -4.57478 -0.04 -0.03 -0.04
N -3.16565 -3.14052 -0.71153 0.00 -0.07 0.05
C -0.76525 2.54012 -1.72306 -0.11 -0.13 -0.08
Cl 2.84403 1.40415 -3.29349 0.03 -0.07 -0.05
H 2.19197 -5.96601 -0.90277 -0.01 0.03 0.00
C -3.15046 -3.22287 -4.42240 0.02 0.00 0.09
C 2.07737 -2.22246 -1.72816 -0.05 0.16 0.06
C -1.25426 -0.90343 2.98270 -0.11 -0.08 0.15
C 1.37700 -4.01074 -0.45263 -0.04 0.18 0.04
```
Positions in Å, forces in eV/Å.

Charge   -1
DFT total energy   -8572.11052 Ha
Kohn-Sham gap   0.2295 Eh
Largest force on an atom   1.58 eV Å⁻¹
Relative energy (zero: lowest compared OMol25 entry of this formula, charge and spin)   17.54 kcal per mole


The evaluated HOMO level for the records listed, in turn: -11.37; -15.92; -4.52 eV.